# 1
Formula: C9H9NO3
Source: the Open Molecules 2025 dataset
Level of theory: ωB97M-V/def2-TZVPD

```
! RIJCOSX wB97M-V def2-TZVPD def2/J DEFGRID3
* xyz 0 1
O -3.758 -1.673 -0.363
O -0.106 2.626 -0.043
O 3.874 0.923 -0.600
N 3.331 -1.083 0.300
C -3.196 0.564 -0.060
C 4.175 -0.294 -0.410
C -0.876 1.421 0.137
C 0.980 -0.117 -0.003
C -1.386 -1.038 -0.130
C -2.794 -0.738 -0.246
C -2.269 1.563 0.132
C -0.447 0.016 -0.109
C 1.926 -1.027 0.504
H 5.345 -0.741 -0.661
H -4.724 -1.316 -0.470
H -4.156 0.845 0.272
H 1.236 0.753 -0.551
H 0.806 2.538 0.611
H -1.028 -2.133 -0.268
H 1.558 -1.773 1.227
H -2.310 2.710 0.232
H 3.818 -2.027 0.499
*
```

Gap between HOMO and LUMO: 0.2986 Ha
Structure (SMILES): O=CN/C=C/c1cc(O)ccc1O
Energy relative to the best compared isomer or geometry (same formula, charge and spin): 64.72 kcal/mol

These are the Mulliken partial charges, in e, on atoms 1 to 5: -0.57 -0.58 -0.54 -0.14 -0.65



# 2
Formula: C9H9NO5
Source: the Open Molecules 2025 dataset
Level of theory: ωB97M-V/def2-TZVPD

```
! RIJCOSX wB97M-V def2-TZVPD def2/J DEFGRID3
* xyz -2 1
O -0.740 1.320 4.096
O 0.840 2.774 3.352
O 0.929 0.043 -3.627
O 2.156 2.215 1.184
O 0.180 -2.141 -3.484
N -0.285 -0.527 -1.791
C 0.066 1.680 3.200
C 1.375 0.322 -0.067
C -2.096 -2.527 -1.148
C 1.401 1.232 1.170
C 0.333 -0.941 -3.151
C -1.172 -1.295 -1.150
C 0.374 1.042 2.012
C -1.944 -1.445 -0.081
C 0.143 0.656 -1.044
H -2.938 -2.468 -1.684
H 1.467 2.782 2.549
H 1.325 -0.807 0.353
H -1.948 -1.324 0.970
H -0.589 1.023 -0.327
H 2.365 0.224 -0.467
H 0.472 1.418 -1.760
H -1.548 -3.421 -0.884
H -0.166 0.167 1.778
*
```

Gap between HOMO and LUMO: 0.2711 Ha
Structure (SMILES): O=C(O)/C=C(\[O-])CCN(C(=O)[O-])C1=CC1
Energy relative to the best compared isomer or geometry (same formula, charge and spin): 33.44 kcal/mol

These are the Mulliken partial charges, in e, on atoms 1 to 5: -0.77 -0.62 -0.73 -0.87 -0.71



# 3
Formula: C9H9NO5S5Tc
Source: the Open Molecules 2025 dataset
Level of theory: ωB97M-V/def2-TZVPD

```
! RIJCOSX wB97M-V def2-TZVPD def2/J DEFGRID3
* xyz 0 2
Tc -0.259 -0.269 0.049
S -0.208 -2.550 0.147
S -2.250 -4.753 0.309
S -4.431 -2.893 -0.131
S -2.560 -0.544 -0.333
S -5.020 -5.782 0.114
O -1.287 1.764 3.319
O -0.151 0.220 -2.126
O -0.621 0.147 1.920
O 3.418 1.326 -0.280
O 1.737 -0.140 -0.013
N -0.025 1.879 0.062
C -0.118 2.436 -1.317
C 2.289 1.072 0.039
C -1.807 -3.069 0.149
C -0.999 1.401 2.216
C -2.842 -2.191 -0.065
C 1.346 2.115 0.600
C -0.826 1.497 -2.255
C -1.041 2.342 1.020
C -3.960 -4.559 0.073
H -0.620 3.406 -1.307
H -0.517 -0.415 -2.753
H -2.027 2.271 0.557
H -0.736 1.860 -3.278
H -1.883 1.379 -2.010
H 1.316 1.975 1.682
H -0.866 3.367 1.350
H 0.900 2.587 -1.675
H 1.687 3.126 0.381
*
```

Gap between HOMO and LUMO (alpha / beta): 0.2180 / 0.2127 Ha
<S²>: 0.821
Energy relative to the best compared isomer or geometry (same formula, charge and spin): 8.41 kcal/mol

These are the Mulliken partial charges, in e, on atoms 1 to 5: 0.53 -0.10 -0.06 -0.05 -0.37



# 4
Formula: C9H9NOS
Source: the Open Molecules 2025 dataset
Level of theory: ωB97M-V/def2-TZVPD

```
! RIJCOSX wB97M-V def2-TZVPD def2/J DEFGRID3
* xyz 0 1
S -3.961 -0.429 0.013
O -0.103 -0.824 -1.252
N -1.521 0.407 0.551
C 3.281 -0.863 -0.217
C 0.847 0.417 0.556
C 3.261 0.177 0.751
C 2.121 -1.259 -0.805
C -3.384 0.356 -1.511
C -0.352 0.817 1.103
C 2.101 0.728 1.125
C 0.872 -0.539 -0.510
C -2.552 -0.229 0.942
H 2.114 -2.146 -1.467
H -2.279 0.026 -1.693
H 4.060 0.559 1.266
H -0.518 1.730 1.830
H 2.174 1.631 1.699
H 4.130 -1.428 -0.441
H -4.114 0.143 -2.375
H -2.599 -0.723 1.843
H -3.577 1.451 -1.406
*
```

Gap between HOMO and LUMO: 0.2681 Ha
Structure (SMILES): CS/C=N/C=C1/C=CC=CC1=O
Energy relative to the best compared isomer or geometry (same formula, charge and spin): 60.68 kcal/mol

These are the Mulliken partial charges, in e, on atoms 1 to 5: -0.04 -0.64 -0.18 -0.39 0.58



# 5
Formula: C9H9NOS2
Source: the Open Molecules 2025 dataset
Level of theory: ωB97M-V/def2-TZVPD

```
! RIJCOSX wB97M-V def2-TZVPD def2/J DEFGRID3
* xyz 0 1
S 0.125 -3.153 -2.593
S -2.006 -3.075 0.221
O -1.098 0.734 -1.077
N -2.142 -0.978 2.111
C 2.018 -0.698 1.106
C 0.390 -0.946 -0.695
C 1.513 -1.433 -0.005
C -2.064 -1.789 1.283
C -0.120 0.355 -0.322
C 0.373 0.956 0.823
C -0.293 -1.764 -1.581
C 1.357 0.405 1.597
C -1.815 1.965 -0.700
H 1.485 0.792 2.594
H -1.558 2.310 0.269
H 2.813 -1.132 1.609
H -0.180 1.854 1.060
H -2.927 1.727 -0.777
H 1.186 -3.621 -1.743
H -1.512 2.669 -1.339
H -1.119 -1.310 -1.973
H 2.156 -2.425 -0.079
*
```

Gap between HOMO and LUMO (alpha / beta): 0.2248 / 0.2254 Ha
Energy relative to the best compared isomer or geometry (same formula, charge and spin): 58.44 kcal/mol

These are the Mulliken partial charges, in e, on atoms 1 to 5: -0.10 -0.28 -0.37 -0.53 -0.60



# 6
Formula: CAg4O3
Source: the Open Molecules 2025 dataset
Level of theory: ωB97M-V/def2-TZVPD

```
! RIJCOSX wB97M-V def2-TZVPD def2/J DEFGRID3
* xyz 2 1
Ag -1.571 -2.626 -1.047
Ag 1.571 -1.473 0.451
Ag -0.306 0.466 -2.283
Ag 1.517 2.234 0.929
O 0.497 0.308 1.429
O -0.639 1.402 -0.049
O -0.668 -0.667 -0.039
C -0.400 0.356 0.609
*
```

Gap between HOMO and LUMO: 0.2449 Ha
Energy relative to the best compared isomer or geometry (same formula, charge and spin): 25.45 kcal/mol

These are the Mulliken partial charges, in e, on atoms 1 to 5: 0.86 0.74 0.77 0.77 -0.89



# 7
Formula: CAgFNO5S2
Source: the Open Molecules 2025 dataset
Level of theory: ωB97M-V/def2-TZVPD

```
! RIJCOSX wB97M-V def2-TZVPD def2/J DEFGRID3
* xyz -1 1
Ag 0.099 1.334 -1.551
S -0.027 -1.235 0.927
S -1.920 0.832 0.626
F 0.405 -1.558 2.549
O -1.661 1.600 -0.681
O 1.458 -1.521 0.421
O -2.112 1.798 1.758
O 3.110 -1.722 -1.384
O 1.249 -0.534 -1.808
N -0.224 0.297 0.864
C 2.038 -1.229 -1.182
*
```

Gap between HOMO and LUMO: 0.2925 Ha

These are the Mulliken partial charges, in e, on atoms 1 to 5: 0.55 0.51 0.68 -0.33 -0.72



# 8
Formula: CAsF6O3Sn
Source: the Open Molecules 2025 dataset
Level of theory: ωB97M-V/def2-TZVPD

```
! RIJCOSX wB97M-V def2-TZVPD def2/J DEFGRID3
* xyz -2 2
Sn -0.943 -1.079 0.134
As 0.502 2.080 -1.728
F -0.833 1.786 -2.897
F 1.744 2.246 -2.992
F 0.175 3.866 -1.786
F 0.899 0.323 -1.800
F -0.633 1.741 -0.361
F 1.763 2.244 -0.416
O -1.005 -2.142 2.912
O -0.966 -4.085 2.050
O 0.032 -3.646 3.880
C -0.737 -3.333 3.003
*
```

Gap between HOMO and LUMO (alpha / beta): 0.1644 / 0.1601 Ha
<S²>: 0.758

These are the Mulliken partial charges, in e, on atoms 1 to 5: 0.54 1.97 -0.48 -0.49 -0.50



# 9
Formula: CBr2F2N2
Source: the Open Molecules 2025 dataset
Level of theory: ωB97M-V/def2-TZVPD

```
! RIJCOSX wB97M-V def2-TZVPD def2/J DEFGRID3
* xyz 0 3
Br 1.664 -0.301 1.919
Br 2.453 -0.468 -1.343
F -0.912 0.420 1.891
F -1.370 0.437 -0.483
N 0.638 0.092 -1.582
N -0.075 -0.612 1.520
C -0.207 0.102 -0.777
*
```

Gap between HOMO and LUMO (alpha / beta): 0.2613 / 0.2894 Ha
<S²>: 2.023

These are the Mulliken partial charges, in e, on atoms 1 to 5: 0.14 -0.12 -0.12 -0.15 -0.24



# 10
Formula: CBr2F3OP
Source: the Open Molecules 2025 dataset
Level of theory: ωB97M-V/def2-TZVPD

```
! RIJCOSX wB97M-V def2-TZVPD def2/J DEFGRID3
* xyz 0 1
Br -2.051 -1.021 1.176
Br -1.363 1.062 -1.723
P -0.702 -0.546 -0.437
F 0.565 0.800 1.634
F 1.215 1.542 -0.245
F 1.734 -0.576 0.336
O -0.248 -1.684 -1.167
C 0.850 0.424 0.426
*
```

Gap between HOMO and LUMO: 0.3953 Ha
Structure (SMILES): O=P(Br)(Br)C(F)(F)F
Energy relative to the best compared isomer or geometry (same formula, charge and spin): 0.45 kcal/mol

These are the Mulliken partial charges, in e, on atoms 1 to 5: -0.11 -0.12 0.67 -0.20 -0.20



# 11
Formula: CBr2FNO2
Source: the Open Molecules 2025 dataset
Level of theory: ωB97M-V/def2-TZVPD

```
! RIJCOSX wB97M-V def2-TZVPD def2/J DEFGRID3
* xyz 0 1
Br -1.684 1.583 -0.132
Br -1.253 -1.846 0.192
F 0.024 -0.202 -1.680
O 0.730 -0.197 1.610
O 1.690 0.776 -0.048
N 0.836 0.125 0.474
C -0.342 -0.240 -0.415
*
```

Gap between HOMO and LUMO: 0.3324 Ha
Structure (SMILES): O=[N+]([O-])C(F)(Br)Br
Energy relative to the best compared isomer or geometry (same formula, charge and spin): 9.73 kcal/mol

These are the Mulliken partial charges, in e, on atoms 1 to 5: -0.09 0.03 -0.11 -0.48 -0.50



# 12
Formula: CBr2S3
Source: the Open Molecules 2025 dataset
Level of theory: ωB97M-V/def2-TZVPD

```
! RIJCOSX wB97M-V def2-TZVPD def2/J DEFGRID3
* xyz 0 1
Br 2.247 2.762 0.457
Br 0.027 1.291 -1.793
S 1.046 0.933 0.016
S -2.106 -1.037 1.480
S -0.022 -2.172 -0.550
C -1.193 -1.778 0.390
*
```

Gap between HOMO and LUMO: 0.2963 Ha
Energy relative to the best compared isomer or geometry (same formula, charge and spin): 5.35 kcal/mol

These are the Mulliken partial charges, in e, on atoms 1 to 5: -0.16 0.03 0.11 -0.16 -0.23



# 13
Formula: CBr3ClS
Source: the Open Molecules 2025 dataset
Level of theory: ωB97M-V/def2-TZVPD

```
! RIJCOSX wB97M-V def2-TZVPD def2/J DEFGRID3
* xyz 0 1
Br 1.937 -0.694 -0.590
Br 1.684 2.362 -0.501
Br -0.483 0.374 0.984
Cl -2.481 -2.260 0.264
S -2.105 -0.535 -0.587
C 1.449 0.753 0.430
*
```

Gap between HOMO and LUMO (alpha / beta): 0.2348 / 0.2650 Ha
Energy relative to the best compared isomer or geometry (same formula, charge and spin): 51.53 kcal/mol

These are the Mulliken partial charges, in e, on atoms 1 to 5: 0.00 -0.01 0.15 -0.08 -0.03



# 14
Formula: CBrCl2NO2
Source: the Open Molecules 2025 dataset
Level of theory: ωB97M-V/def2-TZVPD

```
! RIJCOSX wB97M-V def2-TZVPD def2/J DEFGRID3
* xyz 0 1
Br 0.124 -0.997 0.585
Cl 2.388 0.782 1.534
Cl -0.213 1.034 2.679
O -1.034 0.660 -1.995
O -1.170 -1.445 -2.404
N -0.832 -0.475 -1.816
C 0.736 0.441 1.416
*
```

Gap between HOMO and LUMO (alpha / beta): 0.3328 / 0.2528 Ha
Energy relative to the best compared isomer or geometry (same formula, charge and spin): 46.21 kcal/mol

These are the Mulliken partial charges, in e, on atoms 1 to 5: 0.05 -0.11 -0.12 -0.39 -0.41



# 15
Formula: CBrClI2
Source: the Open Molecules 2025 dataset
Level of theory: ωB97M-V/def2-TZVPD

```
! RIJCOSX wB97M-V def2-TZVPD def2/J DEFGRID3
* xyz 0 1
I 0.732 0.992 1.122
I -2.364 0.612 -0.895
Br -0.663 -2.049 0.196
Cl 2.759 0.707 0.016
C -0.463 -0.263 -0.439
*
```

Gap between HOMO and LUMO: 0.2233 Ha
Energy relative to the best compared isomer or geometry (same formula, charge and spin): 59.96 kcal/mol

Charges obtained by Mulliken population analysis, quoted in units of e: 0.45 0.07 -0.05 -0.18 -0.28



# 16
Formula: CBrClNO2P
Source: the Open Molecules 2025 dataset
Level of theory: ωB97M-V/def2-TZVPD

```
! RIJCOSX wB97M-V def2-TZVPD def2/J DEFGRID3
* xyz 0 1
Br 1.401 1.643 1.716
Cl -0.692 -2.085 -1.194
P 1.321 -2.385 -0.867
O -2.503 1.298 0.695
O 2.035 -1.818 -1.977
N -0.190 1.801 0.846
C -1.372 1.545 0.780
*
```

Gap between HOMO and LUMO: 0.3432 Ha
Structure (SMILES): O=C=NBr.O=PCl
Energy relative to the best compared isomer or geometry (same formula, charge and spin): 45.04 kcal/mol

These are the Mulliken partial charges, in e, on atoms 1 to 5: 0.10 -0.19 0.52 -0.42 -0.34



# 17
Formula: CBrClNO2P
Source: the Open Molecules 2025 dataset
Level of theory: ωB97M-V/def2-TZVPD

```
! RIJCOSX wB97M-V def2-TZVPD def2/J DEFGRID3
* xyz 0 1
Br 2.071 -1.325 -0.641
Cl 0.636 3.828 -0.420
P 0.754 0.028 0.598
O -0.759 -0.664 0.427
O 1.102 0.026 1.999
N -2.268 -1.044 -1.410
C -1.536 -0.849 -0.555
*
```

Gap between HOMO and LUMO (alpha / beta): 0.1609 / 0.1608 Ha
Energy relative to the best compared isomer or geometry (same formula, charge and spin): 122.14 kcal/mol

These are the Mulliken partial charges, in e, on atoms 1 to 5: -0.01 -0.27 0.76 -0.28 -0.37



# 18
Formula: CBrClS
Source: the Open Molecules 2025 dataset
Level of theory: ωB97M-V/def2-TZVPD

```
! RIJCOSX wB97M-V def2-TZVPD def2/J DEFGRID3
* xyz 0 1
Br -1.317 -0.003 -0.561
Cl 1.824 -0.408 -0.736
S -3.385 0.324 -0.025
C 0.726 0.026 0.386
*
```

Gap between HOMO and LUMO (alpha / beta): 0.2240 / 0.2466 Ha
Energy relative to the best compared isomer or geometry (same formula, charge and spin): 111.81 kcal/mol

Charges obtained by Mulliken population analysis, quoted in units of e: 0.18 0.09 -0.34 0.08



# 19
Formula: CBrF2N
Source: the Open Molecules 2025 dataset
Level of theory: ωB97M-V/def2-TZVPD

```
! RIJCOSX wB97M-V def2-TZVPD def2/J DEFGRID3
* xyz 0 1
Br -1.314 -0.925 1.720
F 0.993 0.123 -1.509
F 0.396 1.462 0.082
N -0.360 -0.891 0.128
C 0.285 0.231 -0.421
*
```

Gap between HOMO and LUMO: 0.3751 Ha
Structure (SMILES): FC(F)=NBr
Energy relative to the best compared isomer or geometry (same formula, charge and spin): 0.00 kcal/mol

Charges obtained by Mulliken population analysis, quoted in units of e: 0.00 -0.14 -0.15 -0.29 0.58



# 20
Formula: CBrFNO2
Source: the Open Molecules 2025 dataset
Level of theory: ωB97M-V/def2-TZVPD

```
! RIJCOSX wB97M-V def2-TZVPD def2/J DEFGRID3
* xyz -1 1
Br 2.152 -0.431 -0.143
F 0.835 1.816 0.508
O -0.878 -0.992 1.076
O -1.713 -0.486 -1.002
N 0.741 0.729 -0.439
C -1.137 -0.636 0.000
*
```

Gap between HOMO and LUMO: 0.2429 Ha
Energy relative to the best compared isomer or geometry (same formula, charge and spin): 9.82 kcal/mol

These are the Mulliken partial charges, in e, on atoms 1 to 5: -0.23 -0.28 -0.43 -0.46 -0.33



Strongest force on any atom values, unit eV Å⁻¹, following the record order: 5.35; 5.28; 1.16; 3.88; 4.47; 7.94; 2.46; 8.17; 2.72; 3.45; 2.79; 2.65; 1.63; 1.94; 0.90; 2.64; 2.32; 1.33; 6.91; 2.00.
DFT total energy values, unit a.u., following the record order: -628.69111; -779.26714; -2851.10084; -876.43593; -1274.58893; -850.94918; -1512.31947; -3313.17076; -5495.07571; -5902.38513; -5491.08944; -6380.67891; -8618.38626; -3737.54136; -3667.55924; -3618.89583; -3618.77296; -3470.27775; -2866.53239; -2917.19449.